Density functional theory data (ωB97M-V/def2-TZVPD) for 12 unconnected molecules or ions with the total composition C101H215N11O12.

Each line ends with the Mulliken charge.
Geometry (Å):
C (-24.132, -5.029, -9.666)  -2.017
C (-25.366, -4.585, -9.015)  2.143
C (-25.510, -5.075, -7.545)  -1.350
C (-25.425, -3.016, -9.005)  -1.413
C (-26.803, -2.498, -8.763)  -0.541
C (-27.716, -3.082, -9.880)  -1.290
C (-27.821, -4.627, -9.845)  2.172
C (-28.615, -5.205, -8.760)  -1.019
C (-28.470, -5.086, -11.167)  -2.077
N (-26.418, -5.061, -9.927)  -0.359
O (-26.488, -6.532, -9.715)  0.401
H (-24.024, -6.108, -9.702)  0.173
H (-24.197, -4.621, -10.684)  0.471
H (-23.292, -4.610, -9.108)  0.486
H (-25.866, -6.074, -7.466)  -0.103
H (-24.547, -4.994, -7.034)  0.511
H (-26.287, -4.423, -7.074)  0.121
H (-24.614, -2.663, -8.325)  0.374
H (-25.050, -2.688, -9.973)  0.431
H (-27.234, -2.855, -7.789)  0.300
H (-26.779, -1.405, -8.742)  0.427
H (-27.336, -2.844, -10.930)  0.335
H (-28.738, -2.648, -9.848)  0.393
H (-29.696, -4.999, -8.851)  -0.049
H (-28.277, -4.859, -7.773)  0.195
H (-28.673, -6.283, -8.643)  0.009
H (-29.570, -4.770, -11.332)  0.223
H (-28.461, -6.176, -11.227)  0.205
H (-27.981, -4.669, -12.026)  0.641
H (-25.953, -6.844, -10.501)  0.135
C (-34.321, -4.194, -7.284)  -1.599
C (-34.956, -4.872, -8.524)  1.702
C (-36.461, -4.552, -8.352)  -2.017
C (-34.380, -4.270, -9.790)  -1.590
C (-32.976, -4.774, -10.098)  -0.519
C (-32.908, -6.276, -10.093)  -1.060
C (-33.503, -6.944, -8.860)  2.359
C (-33.689, -8.467, -9.172)  -0.786
C (-32.481, -6.820, -7.629)  -0.773
N (-34.795, -6.314, -8.593)  0.191
O (-35.256, -6.877, -7.321)  -0.505
H (-34.710, -3.170, -7.101)  0.434
H (-34.467, -4.724, -6.352)  0.292
H (-33.242, -4.130, -7.371)  0.330
H (-37.038, -5.071, -9.079)  0.465
H (-36.800, -4.934, -7.378)  0.389
H (-36.685, -3.468, -8.467)  0.410
H (-35.087, -4.608, -10.585)  0.287
H (-34.374, -3.224, -9.694)  0.494
H (-32.707, -4.358, -11.074)  0.534
H (-32.256, -4.257, -9.443)  0.070
H (-31.960, -6.648, -10.294)  0.027
H (-33.457, -6.638, -10.931)  0.582
H (-34.122, -9.014, -8.316)  -0.047
H (-32.688, -8.885, -9.425)  -0.456
H (-34.308, -8.648, -10.086)  0.445
H (-31.769, -7.656, -7.631)  -0.421
H (-33.004, -6.913, -6.649)  0.079
H (-31.990, -5.861, -7.645)  0.342
H (-35.821, -7.655, -7.572)  0.335
C (-30.268, -16.156, -5.867)  -2.604
C (-31.204, -16.825, -4.856)  2.540
C (-30.343, -17.651, -3.815)  -1.297
C (-32.049, -15.744, -4.145)  -0.333
C (-33.246, -16.226, -3.373)  -0.878
C (-34.119, -17.013, -4.413)  -1.028
C (-33.311, -18.148, -5.088)  1.384
C (-33.114, -19.281, -4.035)  -1.748
C (-34.162, -18.736, -6.211)  -1.736
N (-32.103, -17.631, -5.698)  0.778
O (-31.324, -18.730, -6.145)  -0.555
H (-30.822, -15.758, -6.733)  0.489
H (-29.582, -15.470, -5.348)  0.107
H (-29.565, -16.858, -6.216)  0.805
H (-29.825, -18.468, -4.334)  0.417
H (-29.528, -17.054, -3.359)  -0.096
H (-30.911, -18.210, -3.074)  0.284
H (-31.318, -15.193, -3.541)  0.213
H (-32.399, -15.076, -4.900)  -0.618
H (-32.953, -16.774, -2.469)  0.513
H (-33.737, -15.305, -3.052)  0.450
H (-34.315, -16.413, -5.335)  -0.068
H (-34.949, -17.522, -3.903)  0.589
H (-33.950, -19.972, -3.870)  0.405
H (-32.749, -18.970, -3.059)  0.340
H (-32.348, -19.974, -4.473)  0.313
H (-35.205, -18.833, -5.901)  0.531
H (-33.765, -19.737, -6.391)  0.353
H (-34.117, -18.163, -7.147)  0.045
H (-31.280, -18.574, -7.137)  0.353
C (-28.342, -7.321, 1.004)  -1.983
C (-27.452, -7.480, -0.268)  1.965
C (-26.044, -7.108, 0.150)  -1.586
C (-27.622, -8.902, -0.796)  -1.119
C (-26.916, -9.139, -2.174)  -0.748
C (-27.565, -8.149, -3.135)  -0.499
C (-27.566, -6.651, -2.668)  1.818
C (-26.171, -6.005, -2.872)  -1.154
C (-28.617, -5.838, -3.548)  -1.800
N (-28.117, -6.570, -1.297)  -0.090
O (-27.868, -5.249, -0.868)  -0.520
H (-28.315, -6.295, 1.371)  0.590
H (-29.398, -7.529, 0.857)  0.247
H (-27.944, -7.879, 1.819)  0.430
H (-25.336, -7.028, -0.671)  0.265
H (-26.163, -6.120, 0.554)  0.462
H (-25.729, -7.806, 0.966)  0.372
H (-27.434, -9.633, -0.023)  1.212
H (-28.709, -8.991, -0.910)  -0.472
H (-25.863, -8.914, -2.055)  0.397
H (-27.020, -10.208, -2.478)  0.085
H (-28.568, -8.442, -3.329)  0.672
H (-26.998, -8.239, -4.119)  -0.323
H (-25.964, -5.674, -3.895)  0.218
H (-25.348, -6.593, -2.451)  -0.208
H (-26.120, -5.088, -2.283)  0.402
H (-28.952, -4.909, -3.174)  0.501
H (-29.543, -6.418, -3.672)  0.425
H (-28.269, -5.735, -4.587)  0.108
H (-28.729, -4.845, -0.738)  0.379
C (-29.571, -10.313, -8.051)  0.148
C (-28.167, -10.224, -7.522)  4.082
C (-27.549, -8.905, -8.045)  -1.483
C (-28.151, -10.227, -5.979)  -0.698
C (-28.559, -11.593, -5.434)  0.240
C (-27.606, -12.630, -6.027)  1.051
C (-27.609, -12.711, -7.542)  2.463
C (-26.469, -13.575, -7.988)  -0.946
C (-28.905, -13.285, -8.197)  -0.731
N (-27.243, -11.303, -7.915)  0.666
O (-27.216, -11.265, -9.418)  -0.041
H (-29.643, -10.567, -9.132)  -0.848
H (-30.256, -10.941, -7.461)  -0.806
H (-30.018, -9.279, -7.997)  -0.644
H (-26.491, -8.973, -7.786)  -0.798
H (-27.553, -8.823, -9.131)  -0.122
H (-27.853, -7.935, -7.618)  0.514
H (-27.131, -9.919, -5.684)  -0.893
H (-28.839, -9.424, -5.603)  0.687
H (-28.519, -11.512, -4.320)  -0.032
H (-29.571, -11.843, -5.751)  -0.499
H (-27.852, -13.656, -5.628)  -0.601
H (-26.544, -12.465, -5.790)  -0.872
H (-26.537, -14.646, -7.625)  0.112
H (-25.499, -13.092, -7.684)  -0.632
H (-26.394, -13.580, -9.061)  0.180
H (-28.729, -14.352, -8.494)  0.457
H (-29.075, -12.769, -9.136)  -0.133
H (-29.807, -13.278, -7.599)  -0.483
H (-26.309, -10.890, -9.567)  0.064
C (-30.035, -17.058, -11.021)  -2.314
C (-30.766, -18.385, -11.250)  2.125
C (-32.115, -18.024, -11.777)  -1.713
C (-29.980, -19.272, -12.183)  -1.046
C (-30.397, -20.747, -12.214)  -0.705
C (-30.427, -21.359, -10.794)  -1.416
C (-31.351, -20.520, -9.845)  1.907
C (-32.805, -20.698, -10.151)  -1.638
C (-31.156, -20.987, -8.390)  -1.948
N (-30.778, -19.120, -9.883)  -0.108
O (-31.589, -18.325, -8.955)  -0.188
H (-29.029, -17.327, -10.694)  0.428
H (-29.922, -16.407, -11.923)  0.419
H (-30.523, -16.542, -10.182)  0.444
H (-32.096, -17.295, -12.595)  0.518
H (-32.694, -18.883, -12.136)  0.317
H (-32.759, -17.529, -11.060)  0.286
H (-30.020, -18.853, -13.226)  0.299
H (-28.996, -19.161, -11.708)  0.375
H (-31.376, -20.919, -12.629)  0.322
H (-29.662, -21.279, -12.751)  0.482
H (-29.409, -21.376, -10.376)  0.437
H (-30.710, -22.405, -10.820)  0.388
H (-33.094, -20.568, -11.160)  0.380
H (-33.387, -19.993, -9.525)  0.240
H (-33.105, -21.711, -9.800)  0.440
H (-32.038, -20.732, -7.753)  0.088
H (-30.318, -20.573, -7.888)  0.557
H (-31.205, -22.064, -8.304)  0.500
H (-32.549, -18.361, -9.220)  0.148
C (-25.321, -15.911, -0.939)  -2.098
C (-25.491, -15.655, -2.391)  2.027
C (-26.869, -14.906, -2.656)  -0.730
C (-24.308, -14.757, -2.872)  -1.754
C (-24.364, -14.689, -4.403)  2.160
C (-24.228, -16.096, -4.968)  -1.682
C (-25.285, -17.118, -4.520)  1.829
C (-26.611, -16.862, -5.318)  -0.591
C (-24.663, -18.502, -4.806)  -2.157
N (-25.403, -16.939, -3.071)  0.232
O (-26.359, -17.912, -2.541)  -0.613
H (-25.102, -14.969, -0.398)  0.367
H (-26.284, -16.190, -0.444)  0.341
H (-24.588, -16.694, -0.703)  0.434
H (-26.817, -13.951, -2.147)  0.147
H (-27.023, -14.817, -3.756)  -0.444
H (-27.645, -15.564, -2.289)  0.516
H (-24.367, -13.807, -2.386)  0.534
H (-23.339, -15.292, -2.584)  0.339
H (-25.378, -14.398, -4.693)  -0.783
H (-23.640, -13.935, -4.808)  -0.622
H (-23.238, -16.568, -4.648)  0.361
H (-24.206, -16.108, -6.057)  0.406
H (-26.759, -15.831, -5.659)  -0.329
H (-27.519, -17.082, -4.771)  -0.450
H (-26.515, -17.436, -6.208)  0.810
H (-23.828, -18.704, -4.183)  0.525
H (-24.511, -18.556, -5.854)  0.444
H (-25.405, -19.279, -4.576)  0.397
H (-27.249, -17.664, -2.823)  0.396
C (-27.256, -9.031, -12.360)  -0.004
C (-28.653, -9.214, -12.978)  1.693
C (-28.688, -10.351, -13.967)  -1.754
C (-29.679, -9.423, -11.834)  -0.521
C (-31.155, -9.172, -12.299)  -0.942
C (-31.279, -7.782, -12.995)  -0.107
C (-30.307, -7.636, -14.129)  1.380
C (-30.773, -8.366, -15.428)  -2.019
C (-30.272, -6.123, -14.495)  -1.891
N (-28.958, -7.929, -13.619)  1.054
O (-28.137, -7.767, -14.779)  -0.608
H (-26.463, -9.423, -13.023)  0.511
H (-26.946, -7.935, -12.114)  -0.525
H (-27.088, -9.539, -11.401)  -0.584
H (-29.629, -10.360, -14.514)  0.273
H (-27.919, -10.201, -14.738)  0.479
H (-28.532, -11.336, -13.520)  0.336
H (-29.383, -10.427, -11.571)  0.546
H (-29.416, -8.838, -10.955)  -0.088
H (-31.434, -9.926, -12.998)  0.630
H (-31.851, -9.160, -11.447)  -0.280
H (-31.129, -6.979, -12.211)  -0.933
H (-32.333, -7.680, -13.351)  0.699
H (-31.213, -9.297, -15.115)  0.478
H (-29.969, -8.353, -16.144)  0.417
H (-31.627, -7.752, -15.787)  0.447
H (-29.755, -5.919, -15.420)  0.440
H (-29.713, -5.700, -13.655)  0.294
H (-31.283, -5.720, -14.437)  0.377
H (-27.534, -7.046, -14.549)  0.301
C (-34.350, -11.856, -4.156)  -1.685
C (-34.161, -10.959, -5.417)  2.009
C (-34.464, -9.495, -4.983)  -1.623
C (-32.820, -11.005, -6.064)  -0.068
C (-32.583, -12.224, -6.947)  1.298
C (-33.593, -12.275, -8.066)  -1.390
C (-35.066, -12.275, -7.485)  1.845
C (-36.085, -12.045, -8.621)  -2.003
C (-35.371, -13.640, -6.814)  -1.557
N (-35.140, -11.193, -6.516)  0.579
O (-36.478, -11.144, -6.000)  -0.649
H (-34.132, -12.925, -4.364)  0.028
H (-33.681, -11.492, -3.355)  0.148
H (-35.382, -11.633, -3.840)  0.871
H (-34.503, -8.937, -5.875)  0.065
H (-35.400, -9.418, -4.443)  0.473
H (-33.600, -9.176, -4.368)  0.281
H (-32.760, -10.067, -6.674)  -0.809
H (-32.044, -10.963, -5.279)  0.677
H (-31.570, -12.248, -7.366)  -0.006
H (-32.656, -13.128, -6.292)  -1.145
H (-33.422, -13.165, -8.652)  0.794
H (-33.419, -11.326, -8.620)  -0.213
H (-37.058, -11.928, -8.170)  0.470
H (-36.068, -12.857, -9.294)  0.467
H (-35.826, -11.163, -9.206)  0.154
H (-35.452, -14.433, -7.575)  0.453
H (-36.353, -13.649, -6.362)  0.505
H (-34.673, -13.939, -6.031)  -0.328
H (-36.500, -11.727, -5.193)  0.401
C (-23.888, -10.705, -4.422)  -0.079
C (-22.650, -9.764, -4.700)  1.953
C (-22.517, -8.749, -3.473)  -1.699
C (-21.341, -10.575, -4.799)  -1.249
C (-21.227, -11.412, -6.075)  -0.101
C (-21.539, -10.516, -7.282)  -1.676
C (-22.891, -9.743, -7.208)  2.656
C (-22.962, -8.692, -8.334)  -1.815
C (-24.005, -10.765, -7.340)  0.057
N (-22.793, -8.943, -5.936)  -0.381
O (-24.140, -8.269, -5.808)  0.223
H (-24.041, -10.896, -3.393)  0.940
H (-24.840, -10.380, -4.908)  -0.418
H (-23.715, -11.657, -4.863)  -1.105
H (-21.636, -8.216, -3.731)  0.539
H (-23.347, -8.041, -3.463)  0.118
H (-22.417, -9.112, -2.441)  0.365
H (-20.484, -9.885, -4.721)  0.293
H (-21.318, -11.179, -3.844)  0.356
H (-20.215, -11.797, -6.122)  0.551
H (-21.881, -12.292, -5.980)  -0.172
H (-21.652, -11.147, -8.196)  0.319
H (-20.754, -9.798, -7.483)  0.503
H (-23.947, -8.284, -8.513)  -0.143
H (-22.601, -9.009, -9.332)  0.350
H (-22.362, -7.801, -7.992)  0.445
H (-24.988, -10.450, -7.013)  -0.804
H (-23.770, -11.729, -6.824)  -0.253
H (-23.996, -10.863, -8.426)  0.227
H (-23.771, -7.476, -5.440)  0.192
C (-31.794, -9.514, 0.595)  -1.812
C (-31.547, -10.856, 1.346)  1.889
C (-31.210, -10.564, 2.824)  -1.893
C (-32.779, -11.765, 1.299)  -1.513
C (-33.050, -12.390, -0.052)  -0.603
C (-31.832, -13.121, -0.488)  -1.244
C (-30.570, -12.296, -0.461)  2.964
C (-29.354, -13.219, -0.684)  -1.862
C (-30.545, -11.356, -1.611)  -1.581
N (-30.450, -11.699, 0.860)  -0.321
O (-29.236, -10.891, 0.841)  0.051
H (-30.821, -9.037, 0.315)  0.256
H (-32.250, -9.577, -0.364)  0.347
H (-32.456, -8.898, 1.210)  0.507
H (-32.050, -10.063, 3.307)  0.393
H (-31.183, -11.526, 3.319)  0.476
H (-30.267, -10.089, 2.909)  0.355
H (-32.581, -12.557, 2.060)  0.356
H (-33.690, -11.262, 1.734)  0.367
H (-33.931, -13.048, 0.001)  0.509
H (-33.366, -11.581, -0.696)  0.124
H (-31.995, -13.624, -1.411)  -0.130
H (-31.663, -13.918, 0.217)  0.557
H (-29.458, -13.526, -1.740)  0.178
H (-29.454, -14.158, -0.145)  0.502
H (-28.415, -12.729, -0.447)  0.455
H (-31.283, -10.577, -1.478)  0.072
H (-30.764, -11.899, -2.524)  0.558
H (-29.671, -10.793, -1.796)  -0.147
H (-28.739, -11.040, 1.613)  0.266
C (-25.706, -12.848, -11.670)  -0.520
C (-24.424, -13.004, -10.906)  0.194
O (-24.082, -14.223, -10.198)  -0.525
H (-25.926, -11.840, -11.972)  -0.169
H (-26.600, -13.196, -11.156)  0.174
H (-25.674, -13.364, -12.602)  0.590
H (-24.404, -12.310, -10.068)  -0.313
H (-23.490, -12.812, -11.512)  0.527
H (-23.785, -14.870, -10.828)  0.272

Properties
Charge = 0
LUMO energy = 0.3496 eV
Orbital gap = 8.661 eV
Strongest force on any atom = 0.0611 Eh/bohr
SMILES = CC1(C)CCCC(C)(C)N1O.CC1(C)CCCC(C)(C)N1O.CC1(C)CCCC(C)(C)N1O.CC1(C)CCCC(C)(C)N1O.CC1(C)CCCC(C)(C)N1O.CC1(C)CCCC(C)(C)N1O.CC1(C)CCCC(C)(C)N1O.CC1(C)CCCC(C)(C)N1O.CC1(C)CCCC(C)(C)N1O.CC1(C)CCCC(C)(C)N1O.CC1(C)CCCC(C)(C)N1O.CCO
Spin multiplicity = 1